{"formula": "C22H51NO13S", "method": "the ωB97M-V functional and the def2-TZVPD basis", "elements": ["C", "C", "C", "N", "C", "O", "S", "O", "O", "O", "H", "H", "H", "H", "H", "H", "H", "H", "H", "C", "O", "C", "C", "O", "C", "C", "O", "C", "H", "H", "H", "H", "H", "H", "H", "H", "H", "H", "H", "H", "H", "H", "C", "O", "C", "C", "O", "C", "C", "O", "C", "H", "H", "H", "H", "H", "H", "H", "H", "H", "H", "H", "H", "H", "H", "C", "O", "C", "C", "O", "C", "C", "O", "C", "H", "H", "H", "H", "H", "H", "H", "H", "H", "H", "H", "H", "H", "H"], "xyz": [[-2.499567, 6.462838, -3.589494], [-0.996041, 6.764054, -3.538294], [-0.084609, 5.688872, -4.187696], [-0.798242, 4.536634, -4.658194], [1.032293, 5.266299, -3.248640], [2.045833, 6.301604, -3.429175], [2.149487, 6.562727, -4.992197], [2.920484, 5.531637, -5.577066], [2.482363, 7.916332, -5.215866], [0.614269, 6.350836, -5.306814], [-2.996625, 7.025873, -2.798024], [-2.718564, 5.406796, -3.464912], [-2.924002, 6.829849, -4.524963], [-0.686272, 6.942873, -2.509362], [-0.816216, 7.691693, -4.079889], [-0.123895, 3.797646, -4.841273], [-1.219924, 4.746563, -5.559264], [1.508956, 4.313184, -3.492204], [0.742226, 5.225459, -2.203941], [-2.214864, -4.069651, -0.495824], [-2.801474, -3.272010, -1.498366], [-3.021586, -1.941311, -1.064540], [-3.074081, -0.981885, -2.228425], [-1.806523, -0.649021, -2.770078], [-1.168992, -1.617465, -3.585418], [-1.753681, -1.742259, -4.972620], [-2.959693, -2.484714, -4.951711], [-3.797318, -2.192375, -6.046140], [-2.873156, -4.164789, 0.375788], [-2.046952, -5.058500, -0.919793], [-1.250602, -3.657113, -0.176013], [-2.227616, -1.626799, -0.376032], [-3.982375, -1.897367, -0.531799], [-3.470523, -0.038948, -1.847324], [-3.755993, -1.346039, -3.000390], [-1.131147, -2.591164, -3.092102], [-0.144108, -1.256315, -3.696545], [-1.026905, -2.259123, -5.615010], [-1.929238, -0.739297, -5.380638], [-4.052721, -1.126480, -6.074461], [-4.712300, -2.767828, -5.919499], [-3.328569, -2.474551, -6.996146], [3.897741, 5.275852, -0.149863], [3.544185, 3.969618, 0.256363], [4.689677, 3.159085, 0.468388], [4.424761, 2.041636, 1.452069], [4.399079, 2.476184, 2.801371], [3.226240, 3.129192, 3.256412], [2.079716, 2.187237, 3.547116], [1.422185, 1.747805, 2.368301], [0.785890, 0.503007, 2.570539], [4.416482, 5.266897, -1.114990], [2.981905, 5.856614, -0.248596], [4.532356, 5.756126, 0.602997], [5.513814, 3.769356, 0.855282], [4.996847, 2.723218, -0.492697], [5.274804, 1.358794, 1.389734], [3.524611, 1.480075, 1.192115], [2.926162, 3.931053, 2.578491], [3.507988, 3.581810, 4.209574], [1.350190, 2.707219, 4.184138], [2.474541, 1.324858, 4.097327], [1.512282, -0.256369, 2.881958], [0.340045, 0.193498, 1.627082], [-0.000588, 0.583508, 3.330424], [-1.439168, -7.053323, 2.063513], [-1.479477, -6.238409, 3.211041], [-2.007569, -6.891672, 4.350184], [-1.498083, -6.246349, 5.616796], [-0.170073, -6.600479, 5.954118], [0.888416, -6.039282, 5.200199], [1.164382, -4.583626, 5.490253], [0.228266, -3.733240, 4.847336], [0.126244, -2.478544, 5.481213], [-2.447371, -7.346038, 1.747628], [-0.976635, -6.463148, 1.274049], [-0.833685, -7.951413, 2.231350], [-1.731800, -7.952971, 4.351560], [-3.103730, -6.812950, 4.327648], [-2.103459, -6.624256, 6.443438], [-1.625939, -5.161463, 5.575705], [0.745056, -6.199522, 4.129098], [1.771667, -6.601562, 5.509880], [2.169177, -4.340706, 5.117080], [1.143461, -4.425426, 6.575019], [-0.183043, -2.591597, 6.526429], [-0.635955, -1.903534, 4.957836], [1.076861, -1.933529, 5.435452]], "forces_ev_per_a": [[0.1110, 0.4570, 0.1208], [-0.2728, -0.0437, -0.4280], [-0.8662, -0.2518, 0.1492], [0.6893, 0.1072, -0.2054], [1.0795, 0.0794, 0.1228], [-0.5188, -0.2344, 0.4051], [-0.1632, 0.4055, 0.1315], [0.1998, -0.5603, -0.3285], [0.1463, 0.3332, 0.0468], [0.2197, -0.1635, 0.0119], [-0.0308, -0.0721, -0.0002], [-0.0224, 0.0037, 0.0130], [-0.0436, -0.2656, -0.0756], [0.0991, -0.1468, 0.0023], [0.0814, 0.0579, 0.1192], [-0.1362, -0.0055, -0.0225], [-0.2879, 0.0258, 0.2365], [-0.2433, -0.0410, -0.2484], [-0.0213, 0.2815, 0.0018], [-0.0931, -0.0812, -0.0316], [0.2354, 0.1193, -0.0620], [-0.1364, -0.1677, 0.0221], [-0.0927, 0.0852, -0.0406], [0.0080, 0.0380, 0.0121], [0.1243, -0.0074, 0.0336], [-0.0414, -0.1893, -0.0524], [-0.0839, 0.1883, 0.1019], [0.0336, -0.1044, 0.0215], [0.0622, 0.0049, 0.0423], [-0.0408, 0.0021, -0.0096], [-0.0311, 0.0088, 0.0620], [0.0120, 0.0060, -0.0056], [0.0525, 0.0768, 0.0801], [-0.0102, 0.0311, -0.0135], [0.0530, -0.1082, 0.0255], [-0.1073, -0.0321, -0.0563], [0.0053, -0.0083, 0.0105], [0.0326, 0.0956, -0.0494], [0.0033, 0.0170, 0.0085], [0.0260, 0.0017, -0.0408], [0.0169, -0.0245, -0.0099], [-0.0132, 0.0420, -0.0217], [-0.1093, -0.0827, -0.0347], [0.0529, 0.0768, 0.2140], [-0.1008, -0.0381, -0.1858], [0.0058, 0.0241, -0.0430], [0.0478, -0.0407, 0.0525], [-0.0289, 0.0051, -0.0010], [-0.1868, 0.0779, -0.0572], [0.2553, -0.1511, 0.0212], [-0.0167, 0.1386, -0.0627], [0.0378, 0.0475, 0.0232], [-0.0221, -0.0457, -0.0268], [0.0563, 0.0228, -0.0602], [0.0286, -0.0059, -0.0059], [0.1072, 0.0113, 0.0349], [-0.0081, -0.0194, 0.0229], [-0.0726, 0.1341, -0.0313], [-0.0884, -0.0922, -0.0707], [0.0236, 0.0245, -0.0131], [0.0451, -0.0521, 0.0932], [0.0055, 0.0084, 0.0394], [-0.0516, -0.0322, 0.0419], [-0.0167, 0.0654, -0.0063], [0.0018, -0.0707, 0.0099], [-0.0773, 0.1495, 0.0204], [0.2334, -0.0286, 0.0470], [-0.1090, 0.1223, -0.1447], [-0.0793, 0.0592, 0.0905], [0.0240, -0.0762, 0.1246], [0.0451, -0.0806, -0.0920], [0.0325, 0.1606, -0.1926], [-0.1685, -0.1219, 0.1869], [0.0033, -0.0363, -0.1463], [0.0268, -0.0730, -0.0275], [-0.0286, -0.0225, -0.0353], [-0.0552, -0.0352, 0.0106], [0.0148, -0.0108, -0.0068], [-0.0097, -0.1212, 0.0533], [-0.0047, 0.0100, 0.0034], [0.0332, -0.0115, -0.1266], [-0.0480, 0.1081, -0.0045], [0.0113, -0.0043, -0.0169], [0.0611, -0.0121, 0.1352], [0.0018, 0.0030, 0.0160], [0.0816, 0.0398, 0.0351], [0.0252, -0.0145, -0.0507], [-0.0143, 0.0302, 0.0876]], "total_energy_ha": -2299.70438, "lumo_ev": 0.426}